[1]
Computed, not measured: C32H70AlF4O11 as an isolated structure, with wB97M-V/def2-TZVPD.

Calculated values
**Highest occupied orbital energy**: -0.1786 Ha
**Charge**: -1
**Kohn-Sham gap**: 0.2550 Ha

Each line ends with the Mulliken charge.
Atoms and positions in Å:
C: 2.311 1.184 2.145  -0.755
C: 2.837 2.578 1.824  -0.750
C: 1.737 3.618 1.558  -0.663
C: 1.452 3.870 0.056  1.052
C: 1.568 5.374 -0.212  -1.832
Al: -0.294 3.077 -0.633  -1.520
C: 0.006 1.957 -2.292  -1.039
C: 1.010 0.834 -1.943  1.178
C: 0.727 -0.518 -2.632  -1.344
C: 2.001 -1.131 -3.236  -0.554
C: 2.538 -2.333 -2.438  -0.755
C: 2.334 -2.190 -0.923  0.229
C: 1.470 -3.338 -0.383  0.710
C: 2.287 -4.512 0.151  -0.928
C: 1.476 -5.410 1.089  -0.920
C: 0.806 -4.637 2.236  -0.659
C: -0.676 -4.533 1.938  -0.602
O: -1.415 -3.658 2.762  -0.476
C: -1.113 -2.288 2.599  -0.174
C: -1.102 1.882 0.817  -0.258
C: -2.338 2.452 1.566  -1.157
C: -3.524 1.493 1.638  -0.145
C: -4.062 1.149 0.281  -0.299
O: -4.944 -0.007 0.363  -0.297
C: -5.018 -0.631 -0.837  0.109
O: -4.594 -1.764 -1.048  -0.477
C: -1.542 4.696 -1.090  0.834
F: -1.729 5.586 -0.034  -0.374
F: -0.971 5.405 -2.134  -0.355
C: -2.953 4.362 -1.534  0.336
F: -2.983 3.237 -2.304  -0.210
F: -3.522 5.361 -2.292  -0.360
H: 1.651 0.823 1.365  -0.115
H: 3.126 0.464 2.220  0.440
H: 1.808 1.175 3.107  0.330
H: 3.494 2.498 0.962  0.337
H: 3.451 2.901 2.663  0.338
H: 0.845 3.346 2.118  0.141
H: 2.095 4.549 2.000  0.564
H: 2.276 3.406 -0.491  0.163
H: 2.527 5.776 0.130  0.650
H: 0.810 5.924 0.340  0.323
H: 1.454 5.610 -1.266  0.134
H: -0.917 1.521 -2.664  0.598
H: 0.443 2.609 -3.047  0.401
H: 1.997 1.188 -2.226  0.268
H: 1.044 0.725 -0.856  -1.127
H: 0.271 -1.201 -1.923  0.301
H: 0.013 -0.310 -3.419  0.698
H: 1.755 -1.498 -4.232  0.279
H: 2.800 -0.413 -3.376  0.300
H: 2.105 -3.252 -2.822  0.463
H: 3.604 -2.418 -2.640  0.145
H: 3.300 -2.253 -0.431  0.729
H: 1.922 -1.224 -0.663  -0.698
H: 0.757 -3.002 0.359  -0.950
H: 0.881 -3.727 -1.211  0.351
H: 2.629 -5.129 -0.677  0.273
H: 3.168 -4.163 0.684  0.462
H: 0.736 -5.969 0.521  0.452
H: 2.162 -6.133 1.524  0.325
H: 1.005 -5.085 3.202  0.552
H: 1.265 -3.651 2.252  0.371
H: -0.824 -4.302 0.881  0.372
H: -1.110 -5.517 2.094  0.483
H: -0.966 -1.846 3.579  0.149
H: -1.938 -1.757 2.128  0.254
H: -0.231 -2.108 1.995  -0.119
H: -1.350 0.917 0.370  0.333
H: -0.361 1.655 1.575  0.425
H: -2.057 2.621 2.602  0.378
H: -2.665 3.412 1.170  0.392
H: -3.230 0.595 2.167  -0.064
H: -4.302 1.958 2.244  0.277
H: -3.266 0.937 -0.425  0.279
H: -4.609 2.008 -0.109  0.188
H: -5.567 -0.088 -1.623  0.380
H: -3.600 4.228 -0.670  0.141
C: 4.548 7.049 -3.445  -0.279
C: 4.121 5.597 -3.430  -0.468
O: 2.712 5.502 -3.609  -0.403
O: 3.883 7.779 -2.428  -0.528
H: 5.621 7.142 -3.272  0.323
H: 4.309 7.495 -4.422  0.229
H: 4.335 5.153 -2.458  0.210
H: 4.641 5.026 -4.207  0.373
H: 2.506 5.747 -4.516  0.243
H: 2.987 7.423 -2.377  0.346
C: -4.147 0.801 5.749  -0.330
C: -4.939 -0.473 5.939  -0.510
O: -4.081 -1.502 6.448  -0.486
O: -3.078 0.620 4.837  -0.360
H: -4.779 1.597 5.353  0.345
H: -3.743 1.122 6.720  0.256
H: -5.328 -0.829 4.987  0.208
H: -5.773 -0.316 6.631  0.349
H: -3.851 -1.253 7.349  0.282
H: -2.734 -0.268 4.983  0.290
C: 5.631 -3.521 -6.285  -0.295
C: 4.494 -2.540 -6.094  -0.453
O: 4.891 -1.496 -5.206  -0.456
O: 6.036 -4.067 -5.041  -0.521
H: 5.327 -4.346 -6.929  0.316
H: 6.489 -3.011 -6.747  0.251
H: 3.647 -3.033 -5.621  0.200
H: 4.172 -2.119 -7.052  0.388
H: 5.537 -0.946 -5.658  0.266
H: 5.973 -3.349 -4.400  0.330
C: -5.281 -5.387 2.180  -0.411
C: -5.129 -5.566 3.673  -0.505
O: -4.414 -4.465 4.224  -0.417
O: -4.024 -5.259 1.540  -0.473
H: -5.794 -6.244 1.740  0.348
H: -5.868 -4.482 1.980  0.235
H: -4.539 -6.454 3.895  0.279
H: -6.111 -5.661 4.151  0.323
H: -4.971 -3.687 4.143  0.234
H: -3.455 -4.742 2.131  0.365

=====

[2]
Computed, not measured: a 2-piece molecular cluster, C3H8N2O overall, with wB97M-V/def2-TZVPD.

Calculated values
**Energy relative to the best compared isomer or geometry (same formula, charge and spin)**: 294.3 kJ/mol
**Highest occupied orbital energy**: -0.3238 Ha
**Kohn-Sham gap**: 0.3538 Ha

Each line ends with the Mulliken charge.
Atoms and positions in Å:
H: 0.727 -2.646 1.213  0.234
N: 0.915 -1.661 1.038  -0.638
C: 0.642 -1.378 -0.155  0.161
N: -0.100 -2.189 -1.056  -0.499
H: 0.876 -0.512 -0.773  0.291
H: 0.459 -2.506 -1.836  0.254
H: -0.641 -2.946 -0.661  0.223
C: -0.578 2.530 -0.499  -0.613
C: -0.660 2.005 0.719  -0.020
O: 0.239 1.170 1.253  -0.478
H: 0.134 2.109 -1.191  0.203
H: -1.095 3.470 -0.617  0.253
H: -1.365 2.317 1.482  0.334
H: 0.448 0.239 1.084  0.294

=====

[3]
Computed, not measured: a 7-piece molecular cluster, C33H62F7N3O12S9 overall, with wB97M-V/def2-TZVPD.

Calculated values
**Energy relative to the best compared isomer or geometry (same formula, charge and spin)**: 869.7 kJ/mol
**Highest occupied orbital energy**: -0.2973 Ha
**Kohn-Sham gap**: 0.2651 Ha

Each line ends with the Mulliken charge.
Atoms and positions in Å:
C: 8.065 2.729 -1.848  -0.712
C: 7.991 1.300 -1.089  -0.364
C: 6.798 0.349 -1.658  -0.565
O: 5.527 0.816 -1.141  0.208
C: 4.445 -0.104 -1.396  -1.306
C: 3.283 0.451 -2.345  2.071
C: 2.468 -0.820 -2.890  -1.089
C: 2.268 -2.000 -1.791  0.047
C: 0.819 -2.752 -1.945  -0.883
C: -0.358 -1.763 -1.453  0.248
C: -1.696 -2.599 -1.014  -0.579
C: -2.372 -1.833 0.227  -0.793
C: -3.141 -0.475 -0.175  -0.430
S: -4.961 -0.766 0.192  -0.056
C: -5.979 0.586 -0.533  0.321
N: -7.124 0.325 -1.401  -0.007
N: -7.666 1.509 -1.827  -0.481
C: -6.901 2.594 -1.236  0.011
O: -5.876 1.996 -0.435  -0.262
C: 3.990 1.444 -3.430  -0.318
O: 4.529 1.099 -4.516  -0.592
O: 3.870 2.821 -2.966  -0.292
C: 2.825 3.063 -1.960  -0.137
S: 3.753 3.986 -0.656  1.039
O: 3.599 5.469 -1.002  -0.565
O: 5.251 3.732 -0.796  -0.482
C: 3.135 3.827 1.093  0.518
F: 1.702 3.634 1.151  -0.241
F: 3.317 5.124 1.697  -0.257
C: 3.775 2.648 1.963  0.292
F: 3.702 1.359 1.354  -0.109
F: 2.962 2.542 3.153  -0.290
C: 5.285 2.851 2.464  0.670
F: 5.923 4.036 2.070  -0.182
F: 6.066 1.777 1.908  -0.243
F: 5.324 2.619 3.880  -0.232
C: 2.259 1.580 -1.768  -1.151
N: 1.417 1.220 -0.559  -0.206
C: 0.215 1.647 -0.882  0.391
S: -1.229 2.441 -1.178  -0.165
H: 7.355 2.701 -2.745  0.162
H: 7.808 3.609 -1.155  0.081
H: 9.139 2.891 -2.242  0.355
H: 8.976 0.743 -1.337  0.369
H: 7.967 1.391 0.057  0.166
H: 6.776 0.425 -2.803  0.315
H: 6.998 -0.725 -1.318  0.308
H: 4.901 -1.024 -1.939  0.539
H: 4.085 -0.503 -0.379  0.014
H: 1.442 -0.546 -3.359  0.393
H: 3.074 -1.273 -3.770  0.398
H: 2.266 -1.602 -0.703  0.226
H: 3.065 -2.841 -1.913  -0.006
H: 0.657 -3.204 -2.982  0.206
H: 0.853 -3.609 -1.163  0.316
H: 0.024 -1.280 -0.471  -0.061
H: -0.591 -0.940 -2.221  0.228
H: -2.430 -2.718 -1.898  0.257
H: -1.398 -3.667 -0.705  0.235
H: -1.576 -1.596 1.035  0.297
H: -3.150 -2.562 0.678  0.404
H: -2.940 -0.166 -1.259  0.340
H: -2.761 0.369 0.517  0.250
H: -7.126 3.703 -1.390  0.340
H: 2.036 3.732 -2.467  0.339
H: 1.450 1.539 -2.604  0.716
C: 4.400 -6.746 -3.757  -1.038
S: 3.312 -5.863 -2.617  0.612
O: 4.075 -4.698 -2.074  -0.643
C: 3.292 -7.143 -1.345  -1.005
H: 4.583 -6.109 -4.622  0.328
H: 5.348 -6.973 -3.267  0.315
H: 3.915 -7.668 -4.083  0.370
H: 4.308 -7.345 -1.001  0.323
H: 2.843 -8.052 -1.748  0.380
H: 2.691 -6.785 -0.507  0.303
C: -9.665 -3.778 0.162  -0.959
S: -8.108 -2.871 0.034  0.523
O: -7.056 -3.846 -0.392  -0.592
C: -7.902 -2.590 1.804  -0.789
H: -9.965 -4.089 -0.840  0.395
H: -9.534 -4.660 0.790  0.214
H: -10.433 -3.129 0.584  0.337
H: -7.875 -3.544 2.334  0.224
H: -8.724 -1.977 2.176  0.348
H: -6.959 -2.063 1.961  0.278
C: -3.500 -6.811 -2.636  -0.980
S: -4.601 -5.913 -1.519  0.494
O: -3.834 -4.750 -0.976  -0.443
C: -4.644 -7.180 -0.234  -0.993
H: -3.303 -6.181 -3.504  0.319
H: -2.559 -7.037 -2.131  0.272
H: -3.984 -7.733 -2.961  0.377
H: -3.633 -7.384 0.125  0.297
H: -5.093 -8.091 -0.634  0.408
H: -5.254 -6.810 0.592  0.292
C: 2.109 6.504 4.584  -0.786
S: 2.594 6.311 6.313  0.522
O: 1.423 6.704 7.154  -0.635
C: 3.766 7.684 6.337  -0.890
H: 1.344 5.762 4.355  0.317
H: 1.704 7.505 4.420  0.402
H: 2.976 6.340 3.941  0.151
H: 3.259 8.612 6.066  0.288
H: 4.580 7.482 5.639  0.329
H: 4.170 7.774 7.347  0.317
C: 4.877 10.743 -0.007  -0.886
S: 5.537 9.512 -1.153  0.536
O: 5.868 10.219 -2.428  -0.636
C: 3.981 8.635 -1.407  -0.862
H: 5.680 11.431 0.260  0.312
H: 4.066 11.299 -0.482  0.288
H: 4.514 10.245 0.894  0.316
H: 3.225 9.320 -1.797  0.427
H: 3.646 8.203 -0.463  0.258
H: 4.150 7.835 -2.129  0.251
C: -12.284 -5.356 4.094  -0.979
S: -10.975 -4.124 4.266  0.368
O: -10.466 -3.817 2.893  -0.462
C: -9.780 -5.222 5.054  -0.956
H: -13.129 -4.892 3.584  0.314
H: -11.925 -6.202 3.505  0.305
H: -12.600 -5.692 5.083  0.392
H: -9.573 -6.077 4.406  0.304
H: -10.174 -5.563 6.013  0.398
H: -8.857 -4.664 5.221  0.311